No. 1
A molecular structure, C58H50N3O2P2SiTa, computed with the ωB97M-V functional and the def2-TZVPD basis.

## Properties
DFT total energy (eV): -97520.4637
LUMO level (eV): -6.38
Net charge: +2

Each line ends with the Mulliken charge.
Element x y z (Å)
1 Ta -0.60882 -0.52048 0.53165  1.990
2 O -1.08372 -0.26070 -1.28970  0.786
3 C -1.26876 -0.61486 -2.55992  0.950
4 C -1.18136 0.24016 -3.63855  -0.213
5 C -1.44102 -0.30451 -4.88822  -0.606
6 C -1.77353 -1.65207 -5.04999  -1.281
7 C -1.83235 -2.49539 -3.95628  -0.726
8 C -1.57505 -1.97934 -2.68241  0.296
9 C -1.51267 -2.84477 -1.51444  -0.660
10 N -1.26977 -2.57600 -0.27019  0.649
11 C -1.05488 -3.79372 0.53751  -1.465
12 C 0.43228 -3.82932 0.75708  -0.259
13 N 0.68344 -2.55994 1.41152  0.043
14 C 1.64109 -2.53523 2.25892  -0.803
15 C 1.92818 -1.43559 3.17175  0.892
16 C 3.00447 -1.49934 4.05559  -0.613
17 C 3.18016 -0.50806 5.00470  -1.178
18 C 2.26058 0.53316 5.09283  -0.593
19 C 1.18329 0.61886 4.22181  -1.203
20 C 1.04490 -0.35568 3.25319  0.338
21 O 0.00776 -0.33331 2.32156  0.167
22 H -0.91810 1.27983 -3.49576  -0.153
23 H -1.38291 0.33305 -5.76136  0.516
24 H -1.97907 -2.03866 -6.03842  0.463
25 H -2.06806 -3.54599 -4.07991  0.551
26 H -1.63978 -3.89913 -1.76205  0.466
27 H -1.42124 -4.68709 0.03349  0.797
28 H -1.57429 -3.69887 1.48985  0.092
29 H 0.95880 -3.86813 -0.19786  -0.361
30 H 0.74268 -4.69022 1.35208  0.757
31 H 2.26233 -3.42533 2.38233  0.362
32 H 3.69083 -2.33643 3.99741  0.507
33 H 4.01103 -0.55786 5.69423  0.443
34 H 2.37985 1.28642 5.86069  0.534
35 H 0.45791 1.41078 4.31213  0.515
36 N 2.63180 0.40245 -0.46104  0.378
37 P 1.37081 1.33638 0.19106  0.162
38 C 2.30504 2.48258 1.22791  0.310
39 C 1.83238 2.97653 2.43346  0.102
40 C 2.56588 3.92051 3.13834  -0.820
41 C 3.77474 4.37234 2.63507  -0.889
42 C 4.24578 3.89328 1.41790  -0.913
43 C 3.51455 2.95907 0.70574  -0.751
44 C 0.77543 2.34264 -1.19213  0.760
45 C 1.48223 2.46120 -2.38682  -0.939
46 C 0.98909 3.26646 -3.40393  -0.852
47 C -0.19868 3.96684 -3.22883  -0.915
48 C -0.89506 3.86273 -2.03163  -0.397
49 C -0.41239 3.04766 -1.01805  -0.125
50 P 2.13862 -1.04327 -1.22808  0.476
51 C 3.30598 -2.29601 -0.60473  0.649
52 C 4.21509 -2.07287 0.42522  -0.635
53 C 5.07635 -3.08268 0.84157  -0.797
54 C 5.03009 -4.32911 0.23735  -0.674
55 C 4.12497 -4.56244 -0.79200  -0.699
56 C 3.27174 -3.55442 -1.20879  -0.961
57 C 2.69428 -0.85978 -2.94581  1.026
58 C 3.89409 -0.21096 -3.24466  -0.566
59 C 4.31397 -0.09288 -4.55736  -0.675
60 C 3.54717 -0.63787 -5.58443  -0.677
61 C 2.36685 -1.30104 -5.29313  -0.713
62 C 1.93758 -1.40608 -3.97459  -0.113
63 H 3.47835 0.39265 0.09467  0.414
64 H 0.88286 2.64461 2.81485  0.312
65 H 2.19022 4.30562 4.07761  0.520
66 H 4.34694 5.11092 3.18078  0.424
67 H 5.18250 4.25770 1.01768  0.477
68 H 3.87845 2.61911 -0.25548  0.469
69 H 2.41219 1.92689 -2.52976  0.347
70 H 1.53967 3.35460 -4.33173  0.489
71 H -0.57419 4.60233 -4.02030  0.420
72 H -1.81131 4.41950 -1.87854  0.468
73 H -0.95855 2.99524 -0.08141  -0.007
74 H 4.27215 -1.12065 0.94171  0.221
75 H 5.78893 -2.88787 1.63285  0.478
76 H 5.70245 -5.11404 0.55711  0.449
77 H 4.09265 -5.52968 -1.27613  0.459
78 H 2.59482 -3.74314 -2.03689  0.507
79 H 4.50642 0.20068 -2.44960  0.315
80 H 5.24211 0.41471 -4.78532  0.463
81 H 3.87878 -0.54682 -6.61042  0.440
82 H 1.77587 -1.73484 -6.08939  0.503
83 H 1.00575 -1.91764 -3.75770  0.358
84 C -4.80070 -2.46640 4.26460  -0.637
85 C -4.20153 -2.97518 3.12118  -1.160
86 C -3.64572 -2.10378 2.19478  -0.618
87 C -3.66936 -0.72144 2.38879  0.566
88 C -4.28361 -0.23050 3.54487  -0.611
89 C -4.84230 -1.09458 4.47559  -0.765
90 Si -2.99991 0.42143 1.08291  1.472
91 C -2.70453 2.15417 1.70829  0.457
92 C -3.41888 3.23313 1.17315  -0.392
93 C -3.20417 4.52635 1.62715  -0.709
94 C -2.27964 4.76584 2.63537  -0.772
95 C -1.58223 3.70676 3.19912  -0.456
96 C -1.79165 2.41533 2.73461  -0.236
97 C -4.06927 0.42288 -0.43606  0.653
98 C -3.78156 1.21960 -1.54931  -0.162
99 C -4.61970 1.24089 -2.65171  -0.798
100 C -5.76769 0.45683 -2.66411  -0.826
101 C -6.07167 -0.34125 -1.57213  -0.812
102 C -5.22986 -0.35635 -0.46629  -0.813
103 H -5.24798 -3.13818 4.98559  0.410
104 H -4.18520 -4.04437 2.94831  0.482
105 H -3.22749 -2.50662 1.28262  0.970
106 H -4.32335 0.83803 3.72707  0.458
107 H -5.31488 -0.69905 5.36514  0.440
108 H -4.15030 3.06330 0.39182  0.479
109 H -3.76670 5.34790 1.20272  0.487
110 H -2.11907 5.77476 2.99247  0.447
111 H -0.88768 3.89463 4.00946  0.563
112 H -1.26406 1.58914 3.18979  0.381
113 H -2.89127 1.83980 -1.55654  0.432
114 H -4.38197 1.86804 -3.50242  0.507
115 H -6.42731 0.47513 -3.52211  0.427
116 H -6.96995 -0.94480 -1.57487  0.453
117 H -5.48845 -0.97882 0.38267  0.407

No. 2
A molecular structure, C58H55GeKNO12P4S, computed with the ωB97M-V functional and the def2-TZVPD basis.

## Properties
Multiplicity: 2
DFT total energy (eV): -207938.2385
LUMO level (spin up / spin down) (eV): 3.85 / 3.84
Energy relative to the best compared isomer or geometry (same formula, charge and spin) (eV): 5.1583
Net charge: -2

Each line ends with the Mulliken charge.
Element x y z (Å)
1 K 0.04135 -1.16260 0.52342  1.897
2 O 3.24780 0.23554 2.31054  -0.888
3 S 2.35613 1.25352 1.79156  1.398
4 O 3.03171 2.43674 1.29284  -0.688
5 O 1.33313 0.71472 0.86355  0.094
6 C 1.40455 1.85783 3.19000  0.161
7 C 2.19484 2.19399 4.30193  -1.187
8 C 1.63340 2.80388 5.40210  -0.869
9 C 0.27147 3.10507 5.40828  -0.729
10 C -0.50666 2.77394 4.31860  -0.027
11 C 0.02468 2.13079 3.19308  -0.027
12 P -1.05653 1.68113 1.74859  2.023
13 C -1.05599 3.36009 0.90810  0.923
14 C 0.15387 4.04936 0.76876  -1.084
15 C 0.22795 5.24258 0.05965  -0.642
16 C -0.90512 5.78932 -0.53451  -1.149
17 C -2.11117 5.11382 -0.41843  -0.926
18 C -2.17745 3.91671 0.29027  0.215
19 C -2.76998 1.42842 2.55069  0.719
20 C -4.70921 2.13487 1.69041  -1.230
21 C -5.85226 1.27944 2.28750  -1.151
22 C -4.94210 -0.21099 3.65438  -0.856
23 C -3.57034 -0.22364 4.23903  -1.486
24 C -2.57687 0.50729 3.73924  -0.538
25 H 3.25203 1.95878 4.27815  0.516
26 H 2.25309 3.05525 6.25529  0.355
27 H -0.17963 3.59413 6.26348  0.425
28 H -1.56719 3.00669 4.34439  0.099
29 H 1.08244 3.65340 1.17212  -0.008
30 H 1.19003 5.73549 -0.03048  0.680
31 H -0.84549 6.72114 -1.08628  0.369
32 H -3.00767 5.49828 -0.89109  0.442
33 H -3.12974 3.40507 0.31754  -0.017
34 H -4.99387 2.80383 0.87886  0.747
35 H -6.83058 1.38722 1.81990  0.317
36 H -5.49215 -1.10022 3.95983  0.438
37 H -3.35902 -0.88592 5.07389  0.363
38 H -1.59397 0.40472 4.18501  0.139
39 N -0.97559 1.59010 -2.00010  1.599
40 C -2.32675 1.80217 -2.21091  -0.688
41 C -2.69188 2.68876 -3.24049  -0.504
42 C -4.00746 3.03853 -3.45284  -0.817
43 C -5.02200 2.51310 -2.64877  -0.925
44 C -4.66451 1.62693 -1.64670  0.178
45 C -3.34272 1.24345 -1.39609  0.512
46 P -2.92753 0.06575 -0.03281  2.689
47 C -3.96025 -1.41444 -0.43829  0.067
48 C -4.66324 -1.62503 -1.61980  -0.969
49 C -5.29198 -2.84454 -1.87135  -0.737
50 C -5.20965 -3.88060 -0.94796  -0.815
51 C -4.47573 -3.69622 0.22034  -0.678
52 C -3.84972 -2.48210 0.46288  0.035
53 C -3.82699 0.82664 1.47544  -0.609
54 C -3.71207 2.70500 2.75030  -0.014
55 C -4.28213 2.96702 4.11111  -0.539
56 C -5.26815 2.23298 4.61853  -1.242
57 C -5.84817 1.10239 3.83731  0.128
58 C -4.99478 0.00070 2.11837  -0.087
59 H -0.36919 1.72944 -2.79184  0.056
60 H -0.73287 0.77645 -1.45005  -1.226
61 H -1.90536 3.11426 -3.85499  0.484
62 H -4.24863 3.73613 -4.24783  0.355
63 H -6.05926 2.77625 -2.81174  0.425
64 H -5.44496 1.19593 -1.02493  0.392
65 H -4.70657 -0.84034 -2.36687  0.379
66 H -5.83255 -2.98309 -2.80105  0.337
67 H -5.68836 -4.83214 -1.14829  0.301
68 H -4.35890 -4.50569 0.93254  0.408
69 H -3.22587 -2.37422 1.35032  0.259
70 H -3.20689 3.60044 2.40555  0.512
71 H -3.86185 3.77878 4.69961  0.409
72 H -5.64163 2.44108 5.61774  0.345
73 H -6.83453 0.84040 4.21910  0.461
74 H -5.35434 -0.83906 1.54174  1.401
75 C -0.22236 -5.21769 2.39678  -1.769
76 C 0.88375 -4.18664 2.62225  1.014
77 O 1.78549 -4.62938 3.66003  -0.713
78 P 0.15725 -2.62434 3.23682  0.470
79 O -0.18024 -2.93598 4.77591  -0.625
80 O 1.36791 -1.59612 3.31632  -0.642
81 O -1.03297 -2.12988 2.50533  -0.456
82 P 1.95018 -3.86678 1.07524  1.660
83 O 1.17590 -4.58138 -0.10668  -0.771
84 O 3.23760 -4.57399 1.34328  -0.971
85 O 1.88507 -2.36226 0.86017  -0.480
86 H -0.70152 -5.44987 3.35263  0.380
87 H 0.19816 -6.13077 1.97434  0.389
88 H -0.97900 -4.83955 1.70445  0.146
89 H 2.63333 -4.74425 3.19136  0.495
90 H 0.60511 -3.32622 5.18190  0.372
91 H 1.80741 -1.66738 2.39206  0.073
92 H 0.33439 -4.09744 -0.35520  0.357
93 C 0.79876 -0.60084 -6.07438  -0.754
94 C 0.72837 -1.62853 -5.13870  -1.064
95 C 1.19958 -1.42842 -3.84673  -0.248
96 C 1.77886 -0.21132 -3.46594  -0.304
97 C 1.83992 0.81084 -4.41852  -0.186
98 C 1.35149 0.61962 -5.71206  -0.698
99 Ge 2.45969 0.03358 -1.66851  1.454
100 C 3.26288 1.78676 -1.67227  0.209
101 C 4.64362 1.97380 -1.59604  -0.206
102 C 5.18895 3.25572 -1.63096  -0.790
103 C 4.36202 4.36678 -1.73993  -0.761
104 C 2.98248 4.19676 -1.80212  -1.094
105 C 2.44213 2.91732 -1.75877  0.247
106 C 3.93479 -1.23511 -1.52986  -0.182
107 C 4.66254 -1.35786 -0.33598  0.330
108 C 5.71571 -2.25754 -0.23475  -0.730
109 C 6.06272 -3.06075 -1.31621  -0.625
110 C 5.34773 -2.95828 -2.50128  -0.755
111 C 4.28863 -2.05582 -2.60483  -0.302
112 H 0.42128 -0.75235 -7.07908  0.341
113 H 0.29556 -2.58419 -5.40852  0.474
114 H 1.12621 -2.23995 -3.13184  0.761
115 H 2.28712 1.76486 -4.16001  0.296
116 H 1.41199 1.42682 -6.43339  0.406
117 H 5.30369 1.12005 -1.50553  0.306
118 H 6.26364 3.38227 -1.56279  0.355
119 H 4.78868 5.36287 -1.76077  0.347
120 H 2.32426 5.05544 -1.86412  0.580
121 H 1.36035 2.81154 -1.75070  0.384
122 H 4.38360 -0.77666 0.54242  0.212
123 H 6.24219 -2.35435 0.70782  0.392
124 H 6.86922 -3.77928 -1.22551  0.312
125 H 5.59854 -3.58922 -3.34670  0.365
126 H 3.74999 -1.99823 -3.54117  0.366
127 C -1.45921 -3.39574 -2.83380  -1.623
128 C -1.19435 -2.49793 -1.64400  0.922
129 O -0.96361 -3.06625 -0.52461  -0.884
130 O -1.23412 -1.25915 -1.82495  -0.403
131 H -2.39425 -3.93637 -2.65298  0.315
132 H -0.66232 -4.14147 -2.92467  0.417
133 H -1.54472 -2.81929 -3.75218  0.191

No. 3
A molecular structure, C58H55MnNO3P4, computed with the ωB97M-V functional and the def2-TZVPD basis.

## Properties
Multiplicity: 4
DFT total energy (eV): -137134.5416
LUMO level (spin up / spin down) (eV): -4.63 / -5.03
Net charge: +2

Each line ends with the Mulliken charge.
Element x y z (Å)
1 Mn -0.66191 0.17948 -0.11533  -0.027
2 O 0.62813 -0.65848 1.16006  0.565
3 P 1.15063 -0.17048 2.47153  1.145
4 C 0.05537 1.12279 3.17144  -1.913
5 P -0.19968 2.56123 2.05537  0.636
6 O -0.06879 2.08898 0.62288  -0.311
7 C 0.91344 3.86347 2.45126  1.646
8 C 1.39820 4.71526 1.43731  -0.708
9 C 2.23728 5.73352 1.79730  -0.775
10 C 2.60018 5.92209 3.14808  -0.569
11 C 2.04587 5.14280 4.17590  -0.866
12 C 1.14884 4.17115 3.80794  -0.811
13 C -1.82724 3.30306 2.32861  1.033
14 C -2.24358 3.80806 3.56801  -1.034
15 C -3.53511 4.23575 3.76885  -0.604
16 C -4.46881 4.21688 2.68717  -0.820
17 C -4.02164 3.78601 1.44835  -0.672
18 C -2.73860 3.31950 1.26703  -0.938
19 C 2.78184 0.60256 2.48180  0.439
20 C 3.04495 1.64820 1.59375  0.923
21 C 4.19993 2.37135 1.71067  -0.891
22 C 5.03163 2.12553 2.80062  -0.868
23 C 4.72923 1.16298 3.73652  -1.106
24 C 3.64225 0.29527 3.52732  -0.548
25 C 1.16400 -1.45916 3.67733  0.102
26 C 0.69791 -1.36584 4.98212  -0.528
27 C 0.80548 -2.45074 5.81264  -0.774
28 C 1.43918 -3.62331 5.42536  -0.664
29 C 2.03099 -3.63485 4.16207  -0.763
30 C 1.79963 -2.61728 3.26434  -0.284
31 H 0.56137 1.45836 4.09735  0.966
32 H -0.85376 0.73939 3.51754  1.015
33 H 1.11545 4.56366 0.41188  0.339
34 H 2.65158 6.33079 1.03917  0.539
35 H 3.37149 6.64880 3.47406  0.347
36 H 2.37129 5.27799 5.17430  0.525
37 H 0.71512 3.51262 4.62402  0.036
38 H -1.56485 3.88571 4.38072  0.367
39 H -3.82327 4.62863 4.71043  0.493
40 H -5.42063 4.77149 2.68739  0.357
41 H -4.64857 3.84126 0.56726  0.470
42 H -2.48065 2.98203 0.28680  1.172
43 H 2.36612 1.82045 0.80110  -0.448
44 H 4.38704 3.24858 1.11569  0.627
45 H 5.95398 2.72912 2.84618  0.429
46 H 5.37042 0.97796 4.58228  0.468
47 H 3.41708 -0.48921 4.27487  0.425
48 H 0.28942 -0.45364 5.40912  0.367
49 H 0.31948 -2.44335 6.77440  0.423
50 H 1.60206 -4.45034 6.05472  0.514
51 H 2.58490 -4.47511 3.85035  0.547
52 H 2.17884 -2.74352 2.24224  0.404
53 C -1.38318 -1.94824 -2.79545  -3.317
54 N -0.10722 -2.01363 -3.37542  1.471
55 C 1.05992 -1.36707 -2.77979  -2.379
56 P 0.71387 0.32519 -2.01611  2.006
57 C -0.33158 1.28303 -3.16569  -0.450
58 C -0.52184 1.02159 -4.49081  -0.389
59 C -1.59471 1.57690 -5.20521  -0.964
60 C -2.47204 2.42513 -4.55149  -0.526
61 C -2.40206 2.70877 -3.22832  -0.903
62 C -1.36952 2.08641 -2.38296  1.081
63 C 2.35507 1.04306 -1.82255  0.802
64 C 2.60620 2.39244 -2.22601  -0.575
65 C 3.87466 2.91983 -1.98064  -0.914
66 C 4.86005 2.11559 -1.47886  -0.605
67 C 4.62987 0.79623 -1.07132  -0.787
68 C 3.36708 0.26831 -1.27834  -0.678
69 C -0.01849 -2.61821 -4.65198  0.838
70 C -1.15244 -2.76532 -5.42801  -0.248
71 C -1.06026 -3.63657 -6.48979  -0.900
72 C 0.08811 -4.36378 -6.80153  -0.576
73 C 1.25451 -4.12025 -6.06536  -0.924
74 C 1.18205 -3.21578 -5.00507  -0.690
75 P -1.39043 -1.90297 -0.97903  1.340
76 C -0.53393 -3.43904 -0.54513  1.619
77 C -0.25788 -4.40087 -1.53606  -0.968
78 C 0.11343 -5.66383 -1.11551  -0.689
79 C 0.25512 -5.93323 0.25724  -0.866
80 C 0.13801 -4.97439 1.20816  -0.954
81 C -0.30039 -3.70107 0.80709  -0.950
82 C -3.15435 -2.32321 -0.73244  0.718
83 C -3.51794 -3.11751 0.33757  -0.452
84 C -4.87587 -3.31128 0.67328  -0.689
85 C -5.91770 -2.89656 -0.15985  -0.736
86 C -5.51591 -2.26256 -1.32437  -0.871
87 C -4.18775 -1.95755 -1.62055  -0.422
88 H -1.98637 -2.81643 -3.07821  1.498
89 H -1.89898 -1.08174 -3.09044  1.120
90 H 1.65920 -1.11354 -3.61470  1.262
91 H 1.61134 -1.97248 -2.06601  0.351
92 H 0.15610 0.40186 -5.08623  0.336
93 H -1.72226 1.23548 -6.20251  0.511
94 H -3.31036 2.87921 -5.15079  0.341
95 H -3.15266 3.39339 -2.80090  0.422
96 H -0.81060 2.80087 -1.80694  0.073
97 H 1.85320 2.98765 -2.74342  0.502
98 H 4.11285 3.89801 -2.37815  0.507
99 H 5.84036 2.59590 -1.42229  0.382
100 H 5.47392 0.19789 -0.71974  0.457
101 H 3.20078 -0.77901 -1.15896  0.350
102 H -2.06821 -2.19585 -5.20723  0.411
103 H -1.88699 -3.83557 -7.12304  0.440
104 H 0.09072 -5.04449 -7.65796  0.395
105 H 2.15321 -4.64165 -6.31647  0.449
106 H 2.04963 -3.15200 -4.40024  0.420
107 H -0.34116 -4.22874 -2.61790  0.027
108 H 0.25876 -6.46497 -1.87159  0.443
109 H 0.51536 -6.91804 0.62881  0.402
110 H 0.38753 -5.14029 2.25111  0.530
111 H -0.48261 -2.88283 1.47785  0.955
112 H -2.72946 -3.52986 0.93876  0.465
113 H -5.10797 -3.84622 1.59153  0.438
114 H -6.98514 -3.07351 0.06554  0.410
115 H -6.32024 -2.09767 -2.03521  0.415
116 H -4.04300 -1.35842 -2.50351  0.363
117 C -1.99209 1.08242 -1.32890  -0.951
118 H -2.64889 1.70418 -0.71476  1.354
119 H -2.62694 0.35831 -1.88093  0.235
120 O -2.27641 0.17904 1.25733  -0.630
121 H -2.62958 1.03645 1.50695  0.185
122 H -3.01899 -0.36440 0.93132  0.276